Entry 1:
Molecular formula: C4H14N2O2
Method: DFT, wB97M-V/def2-TZVPD

Structure (XYZ):
```
22
Properties=species:S:1:pos:R:3:forces:R:3
C -1.359 -1.851 0.186 0.61 0.85 0.34
C -0.766 -0.441 0.427 -1.10 0.52 0.96
C -1.684 0.813 0.716 -0.04 0.38 -3.01
C -0.106 2.460 -0.012 0.14 0.11 1.91
N -0.731 1.884 0.946 0.84 1.12 -0.41
N -0.502 -2.430 -0.857 -0.25 -0.05 0.10
H -2.401 -1.761 -0.140 0.15 -0.27 0.07
H -1.295 -2.403 1.133 -0.30 -0.15 -0.39
H -0.183 -0.428 1.352 0.69 -0.39 -0.36
H -0.146 -0.302 -0.478 -0.27 0.65 0.84
H -2.358 0.801 1.605 0.41 -0.53 -0.90
H -2.250 1.079 -0.288 0.44 -0.69 1.97
H 0.663 3.247 0.337 -1.22 -1.27 -1.12
H -0.254 2.191 -1.078 0.13 0.33 0.37
H -1.036 -2.592 -1.682 -0.21 -0.32 -0.59
H -0.005 -3.270 -0.619 -0.07 -0.23 0.23
H 1.267 -0.486 -2.033 -0.12 0.25 1.22
H 2.629 0.040 -1.174 -0.96 0.27 0.53
O 2.204 -0.326 -1.941 1.19 -0.54 -1.84
H 2.918 1.742 1.848 -0.25 -0.72 -0.96
H 2.512 0.578 0.840 -0.35 -0.35 0.64
O 2.884 1.452 0.910 0.54 1.01 0.40
```
Forces are in eV/Å.

Charge: 0
Energy relative to the best compared isomer or geometry (same formula, charge and spin): 240.1 kJ/mol
SMILES string: C=NCCCN.O.O
Gap between HOMO and LUMO: 10.1 eV
Spin multiplicity: 1
HOMO level: -9.290 eV

=====

Entry 2:
Molecular formula: C4H14N2O2
Method: DFT, wB97M-V/def2-TZVPD

Structure (XYZ):
```
22
Properties=species:S:1:pos:R:3:forces:R:3
C -0.879 -0.299 0.228 1.64 -1.32 -1.09
C -0.644 -1.012 -1.123 -1.08 -1.11 -1.44
C -0.885 -0.172 -2.394 -0.06 1.63 1.93
O -2.203 0.361 -2.177 -0.55 -0.04 -0.63
N 0.213 0.698 0.428 -2.00 -0.64 0.31
C 0.229 1.109 1.851 -0.09 -0.57 0.23
N 1.596 1.378 2.255 -0.79 0.04 0.72
H -0.689 -1.112 0.957 -0.57 0.64 -0.01
H -1.904 0.092 0.244 0.27 -0.12 0.35
H 0.289 -1.554 -1.206 0.70 0.30 0.29
H -1.346 -1.867 -1.261 -0.06 0.55 0.51
H -0.175 0.662 -2.438 0.10 -0.07 -0.01
H -0.821 -0.662 -3.353 -0.16 -0.62 -0.07
H -2.242 1.319 -2.101 0.39 -0.19 -0.23
H -0.111 1.473 -0.139 0.50 0.44 0.05
H -0.234 0.304 2.491 0.89 0.23 -0.79
H -0.504 1.908 2.052 0.78 0.44 -0.09
H 2.213 0.689 1.833 -0.13 0.29 0.03
H 1.879 2.324 2.063 0.18 0.00 -0.23
H 1.989 -2.554 1.049 -0.10 0.31 -0.45
H 1.910 -1.397 -0.040 -0.24 -0.22 0.20
O 2.321 -1.688 0.780 0.39 0.02 0.41
```
Forces are in eV/Å.

Charge: 0
Energy relative to the best compared isomer or geometry (same formula, charge and spin): 148.0 kJ/mol
SMILES string: NCNCCCO.O
Gap between HOMO and LUMO: 9.6 eV
Spin multiplicity: 1
HOMO level: -8.936 eV